The following is a quantum chemistry calculation of a cluster of 2 separate species, C10H13OP in total in a non-equilibrium geometry, from OMol25.

The geometry in XYZ format:
```
25
C10H13OP, DFT ωB97M-V with the def2-TZVPD basis set
C 3.427 0.319 0.588
C 2.448 1.153 1.289
C 3.152 -0.902 0.146
C 1.126 0.802 1.275
C 1.828 -1.333 0.281
C 0.891 -0.530 0.883
C -1.281 -1.800 1.456
C -0.487 -0.919 0.845
C -0.988 0.441 -2.548
C -3.340 0.596 -0.492
O -1.210 2.230 -0.429
P -1.558 0.794 -0.805
H 4.398 0.808 0.407
H 2.799 1.941 1.946
H 3.839 -1.620 -0.128
H 0.304 1.331 1.771
H 1.460 -2.283 -0.049
H -2.267 -1.809 1.281
H -1.001 -2.404 2.287
H -0.992 -0.645 -2.816
H -1.571 1.084 -3.288
H -0.009 0.955 -2.560
H -3.816 0.996 -1.405
H -3.496 -0.451 -0.303
H -3.655 1.246 0.368
```

Summary:
**E_HOMO**: -7.879 eV
**Frontier orbital gap**: 7.9 eV
**Calculated total energy**: -805.33183 Eh
**Energy relative to the best compared isomer or geometry (same formula, charge and spin)**: 34.24 kcal/mol
**Largest force on an atom**: 0.085 Eh/bohr
**Total charge**: 0